(1)
# C2H2Cl2F2

A cluster of 2 separate species, C2H2Cl2F2 in total (the ωB97M-V functional and the def2-TZVPD basis, the Open Molecules 2025 dataset).

* HOMO: -9.8 eV
* Kohn-Sham gap: 0.352 hartree
* energy relative to the best compared isomer or geometry (same formula, charge and spin): 338.6 kJ/mol

Structure (XYZ):
```
8
Properties=species:S:1:pos:R:3:forces:R:3
Cl 2.751 0.258 -1.144 0.6 -0.7 -0.7
Cl -0.598 0.162 -0.542 -0.1 1.4 -0.7
F 1.284 2.186 -1.552 0.3 -0.4 0.0
F -0.731 -1.962 0.600 0.7 -1.8 0.1
C -1.248 -0.713 0.765 0.3 -1.8 1.9
C 1.756 1.477 -0.542 -0.4 1.4 0.7
H -0.929 -0.501 1.848 -0.7 0.9 -1.8
H -2.286 -0.907 0.567 -0.8 0.9 0.5
```
Forces are in eV/Å.

(2)
# C29H31N4O2Zr

A structure of composition C29H31N4O2Zr (the ωB97M-V functional and the def2-TZVPD basis, the Open Molecules 2025 dataset).

* net charge: +3
* HOMO: -17.9 eV
* Kohn-Sham gap: 0.283 hartree

Structure (XYZ):
```
67
Properties=species:S:1:pos:R:3:forces:R:3
Zr 0.512 0.237 0.325 -0.4 0.2 -0.1
O 0.615 0.414 3.947 -0.1 0.0 0.0
O 0.199 1.356 1.937 0.3 -0.5 -0.4
N 2.784 0.668 0.516 -0.3 0.0 -0.1
N -1.622 0.752 -0.440 0.2 0.0 0.2
N 0.536 1.977 -1.146 0.1 0.0 -0.1
N 0.732 -0.770 -1.785 0.0 0.2 0.2
C 3.331 0.179 1.654 0.0 -0.1 0.1
C 4.988 0.989 -0.329 -0.1 0.0 0.0
C 1.035 -2.061 -2.041 0.0 0.0 0.0
C -2.728 -2.691 1.696 0.1 0.0 0.0
C 1.816 2.757 -1.153 0.1 0.0 0.0
C -1.382 -2.810 1.382 0.0 0.0 0.0
C -4.179 1.764 -0.699 0.0 -0.1 0.0
C -0.925 -0.669 2.421 -0.1 0.0 0.2
C -3.086 2.622 -0.686 0.1 0.0 -0.1
C -3.694 -3.793 1.394 0.0 0.0 0.0
C 1.020 -2.161 1.673 0.1 0.0 0.0
C -3.968 0.393 -0.626 0.0 0.0 0.0
C 1.254 -2.539 -3.313 0.0 0.0 0.0
C 0.234 1.511 -2.540 0.0 0.0 -0.1
C 5.534 0.398 0.799 -0.1 0.0 0.0
C 0.637 0.086 -2.823 0.1 0.0 -0.1
C 4.684 0.017 1.832 0.0 0.1 0.0
C 3.028 1.937 -1.573 0.0 0.0 0.0
C -1.822 2.078 -0.583 -0.1 0.1 0.1
C -2.299 -0.496 2.684 0.0 -0.1 0.0
C -2.678 -0.076 -0.484 0.0 0.0 0.0
C 0.022 0.402 2.921 0.0 0.0 0.1
C -0.454 -1.836 1.774 0.0 0.2 -0.1
C 1.173 -1.649 -4.378 0.0 0.0 0.0
C -3.160 -1.525 2.342 0.1 0.0 0.0
C -2.790 0.724 3.403 0.0 0.0 0.0
C 0.867 -0.321 -4.126 -0.1 0.0 0.1
C 3.614 1.135 -0.443 0.1 0.0 0.0
C -0.559 2.887 -0.685 -0.1 0.0 0.0
H -2.602 0.628 4.475 0.0 0.0 0.0
H -3.862 0.852 3.268 0.0 0.0 0.0
H 3.796 2.639 -1.900 0.0 0.0 0.0
H 1.556 -1.926 2.592 0.0 0.0 0.0
H -4.635 -3.403 1.006 0.0 0.0 0.0
H 2.823 1.313 -2.446 0.0 0.0 0.0
H -3.214 3.692 -0.783 0.0 0.0 0.0
H -4.210 -1.430 2.596 0.0 0.0 0.0
H 6.605 0.281 0.894 0.0 0.0 0.0
H 1.101 -2.725 -1.188 0.0 0.0 0.0
H -0.273 3.321 0.276 0.0 0.0 0.0
H 1.629 -1.710 0.841 -0.1 0.1 0.0
H 1.961 3.164 -0.150 0.0 0.0 0.0
H 5.629 1.371 -1.112 0.0 0.0 0.0
H -5.182 2.160 -0.790 0.0 0.0 0.0
H -2.284 1.631 3.065 0.0 0.0 0.0
H -2.468 -1.135 -0.405 0.0 0.0 0.0
H 1.152 -3.222 1.461 0.0 0.0 0.0
H 0.801 0.394 -4.936 0.0 0.0 0.0
H -4.793 -0.304 -0.677 0.0 0.0 0.0
H -0.838 1.604 -2.720 0.0 0.0 0.0
H -0.680 3.699 -1.407 0.0 0.0 0.1
H -3.286 -4.510 0.685 0.0 0.0 0.0
H 0.729 2.181 -3.247 0.0 0.0 0.0
H 1.352 -1.987 -5.391 0.0 0.0 0.0
H -3.929 -4.331 2.316 0.0 0.0 0.0
H 5.064 -0.375 2.764 0.0 0.0 0.0
H -1.023 -3.716 0.907 0.0 0.0 0.0
H 1.675 3.599 -1.835 0.0 0.0 0.0
H 2.649 -0.056 2.463 0.0 0.0 0.0
H 1.490 -3.582 -3.468 0.0 0.0 0.0
```
Forces are in eV/Å.

Question: Among the records above, which one has the highest HOMO?
Answer: C2H2Cl2F2